This record from OMol25 describes an isolated molecule of H4INSi. The level of theory is ωB97M-V/def2-TZVPD.

Each line ends with the Mulliken charge.
Element x y z (Å)
N -0.17 0.87 -0.68  -0.524
Si 0.05 -0.35 0.54  0.105
I 1.43 -2.20 -0.37  0.175
H -0.78 0.43 -1.33  0.227
H -0.42 1.83 -0.67  0.232
H -1.11 -1.16 1.38  -0.099
H 1.01 0.58 1.14  -0.116

The spin multiplicity is 3. The net charge is 0. As for the expectation value of S²: 2.006. Its LUMO energy (alpha / beta) is 0.71 / -4.07 eV.

---

This record from OMol25 describes a cluster of 3 separate species, H4IO2 in total. The level of theory is ωB97M-V/def2-TZVPD.

Each line ends with the Mulliken charge.
Element x y z (Å)
I -22.18 -35.35 27.07  -0.808
O -24.43 -34.77 29.84  -0.619
H -24.13 -35.17 29.06  0.245
H -23.79 -34.45 30.42  0.300
O -19.86 -32.94 27.96  -0.615
H -18.90 -33.03 27.79  0.283
H -20.30 -33.79 27.73  0.214

The net charge is -1. Its LUMO energy is 3.75 eV.

---

This record from OMol25 describes the ion H4N2O2P with charge -1. The level of theory is ωB97M-V/def2-TZVPD.

Each line ends with the Mulliken charge.
Element x y z (Å)
N 1.48 0.03 0.48  -0.643
N 0.36 -0.88 0.21  -0.409
O -0.75 1.60 0.05  -0.751
O -2.23 -0.53 0.18  -0.672
P -1.01 0.15 -0.25  0.610
H 1.89 -0.09 -0.54  0.253
H 0.96 0.97 0.41  0.383
H 0.11 -1.27 1.19  0.258
H -0.81 0.03 -1.73  -0.028

The net charge is -1. The structure (SMILES) is NN[P@H](=O)[O-]. Its LUMO energy is 4.81 eV.

---

This record from OMol25 describes the ion H4N2O2P with charge -1. The level of theory is ωB97M-V/def2-TZVPD.

Each line ends with the Mulliken charge.
Element x y z (Å)
N 0.43 -1.25 0.29  -0.793
N -0.64 1.19 0.79  -0.691
O -1.11 0.04 -1.46  -0.716
O 1.48 1.12 -0.96  -0.832
P 0.00 0.31 -0.52  0.909
H 0.19 -1.90 -0.53  0.275
H 1.46 -1.16 0.10  0.282
H -0.19 0.79 1.66  0.281
H -1.62 0.86 0.63  0.285

The net charge is -1. The structure (SMILES) is NP(N)(=O)[O-]. Its LUMO energy is 4.54 eV.

---

This record from OMol25 describes a cluster of 2 separate species, H4N2O2Si in total. The level of theory is ωB97M-V/def2-TZVPD.

Each line ends with the Mulliken charge.
Element x y z (Å)
N -0.32 1.26 0.55  -0.407
N 2.86 -0.39 0.00  0.450
O 3.32 0.73 -0.28  -0.489
O 3.49 -1.42 0.13  -0.496
Si 0.38 -0.20 -0.16  0.571
H -0.17 2.17 0.16  0.237
H -0.62 1.39 1.46  0.234
H 0.63 -0.09 -1.49  -0.046
H -0.42 -1.11 0.70  -0.052

The net charge is 0. Its LUMO energy (alpha / beta) is -0.11 / -0.11 eV.

---

Energy above the lowest of the compared OMol25 structures with the same formula, charge and spin for the records above, in order: 4.6, 32.9, 237.1, 150.4, 154.7 kJ/mol